Entry 1:
DFT (ωB97M-V/def2-TZVPD) results for 11 unconnected molecules or ions with the total composition C21H48O13 at a distorted geometry.

Output
Kohn-Sham gap	8.025	eV
E_LUMO	0.32	eV
ΔE to the lowest compared entry with this formula, charge and spin	0.0	kcal/mol
electronic energy	-1806.54680	Ha
spin multiplicity	1

Geometry as XYZ:
```
82
Properties=species:S:1:pos:R:3:lowdin_charge:R:1
O -12.92 -24.14 -20.94 -0.08
O -11.30 -25.51 -24.82 -0.14
O -7.98 -24.42 -23.06 0.11
O -7.94 -29.83 -20.09 0.02
O -9.33 -33.23 -23.65 -0.18
O -8.51 -28.05 -18.11 -0.11
O -5.46 -30.56 -16.02 -0.13
O -5.93 -27.66 -26.16 -0.10
O -10.36 -28.12 -24.92 0.03
O -7.38 -32.30 -19.01 -0.16
O -2.63 -25.64 -22.56 -0.02
O -13.75 -27.21 -22.20 -0.10
O -12.25 -30.81 -26.24 -0.17
C -7.23 -27.99 -26.47 -0.20
C -8.57 -29.37 -21.28 -0.22
C -4.82 -26.37 -22.99 0.03
C -10.70 -33.57 -23.69 -0.21
C -8.34 -33.32 -18.70 -0.15
C -7.81 -26.85 -18.04 -0.15
C -9.59 -29.88 -23.49 0.02
C -8.95 -28.01 -21.58 -0.03
C -6.24 -26.04 -23.10 0.05
C -4.40 -23.99 -22.37 -0.01
C -8.99 -30.29 -22.31 0.02
C -9.80 -28.50 -23.75 -0.30
C -5.78 -23.78 -22.49 -0.08
C -9.43 -27.52 -22.80 -0.05
C -12.85 -28.13 -21.50 -0.10
C -11.64 -24.53 -21.13 -0.22
C -6.71 -24.75 -22.80 -0.33
C -10.54 -24.47 -25.49 -0.09
C -5.28 -31.20 -17.26 -0.17
C -13.56 -30.45 -26.70 -0.16
C -3.95 -25.35 -22.70 -0.36
H -11.06 -24.31 -22.15 0.11
H -9.54 -26.48 -22.87 0.07
H -5.79 -30.53 -17.98 0.07
H -12.05 -24.97 -24.63 0.06
H -9.63 -24.84 -25.84 0.06
H -10.45 -27.15 -25.03 0.08
H -8.11 -23.60 -22.99 -0.02
H -8.92 -31.41 -22.12 0.12
H -9.70 -30.34 -24.21 -0.01
H -14.13 -27.58 -22.96 0.03
H -8.84 -34.15 -24.02 0.18
H -4.38 -27.29 -23.23 0.10
H -13.25 -28.39 -20.52 0.08
H -13.36 -29.77 -27.49 0.05
H -8.35 -26.18 -17.52 0.04
H -9.30 -32.96 -18.66 0.02
H -14.29 -30.18 -25.83 0.10
H -11.23 -33.69 -22.67 0.10
H -7.73 -26.33 -18.98 0.07
H -11.65 -30.07 -26.01 0.07
H -14.04 -31.39 -27.16 0.10
H -7.73 -31.48 -19.34 0.01
H -7.93 -27.42 -25.83 0.07
H -8.30 -34.09 -19.54 0.08
H -4.94 -29.77 -15.92 0.06
H -11.17 -24.20 -26.31 0.07
H -8.26 -27.22 -20.86 0.16
H -11.81 -27.82 -21.25 0.06
H -7.54 -28.97 -26.42 0.04
H -10.80 -34.65 -24.08 0.09
H -7.63 -27.99 -27.55 0.10
H -1.89 -25.01 -22.22 0.17
H -5.74 -32.17 -17.20 0.06
H -13.32 -25.00 -21.27 0.09
H -6.20 -22.76 -22.26 0.13
H -9.23 -28.07 -17.42 0.14
H -11.26 -23.87 -20.56 0.01
H -6.82 -26.83 -17.68 0.08
H -8.00 -33.96 -17.60 0.15
H -12.89 -29.03 -22.02 0.06
H -5.36 -26.94 -26.50 0.11
H -11.34 -33.01 -24.33 0.04
H -4.16 -31.31 -17.53 0.11
H -6.88 -26.76 -23.30 0.04
H -10.62 -23.57 -24.80 0.11
H -11.45 -25.59 -20.98 0.07
H -7.83 -29.18 -19.50 0.00
H -3.66 -22.92 -22.20 0.19
```

Entry 2:
DFT (ωB97M-V/def2-TZVPD) results for 13 unconnected molecules or ions with the total composition C52H143N13O13 at a distorted geometry.

Output
Kohn-Sham gap	9.163	eV
E_LUMO	0.36	eV
ΔE to the lowest compared entry with this formula, charge and spin	42.5	kcal/mol
electronic energy	-3756.67246	Ha
spin multiplicity	1

Geometry as XYZ:
```
221
Properties=species:S:1:pos:R:3:lowdin_charge:R:1
O -17.37 26.27 -15.32 -0.21
O -15.44 19.07 -7.99 -0.20
O -10.20 25.85 -13.21 -0.18
O -19.74 23.08 -17.39 -0.19
O -13.29 14.88 -14.20 -0.18
O -6.97 21.39 -11.55 -0.19
O -9.39 24.73 -17.94 -0.19
O -14.86 28.13 -18.57 -0.20
O -12.82 21.35 -14.03 -0.23
O -8.68 16.41 -11.61 -0.16
O -15.03 22.50 -10.09 -0.21
O -16.29 24.67 -19.02 -0.21
O -12.89 18.25 -17.25 -0.17
N -15.78 23.35 -14.93 0.08
N -14.92 15.61 -18.78 0.04
N -17.24 27.10 -20.10 0.05
N -14.15 19.21 -10.49 0.04
N -12.38 28.99 -21.28 0.04
N -10.27 21.84 -15.87 0.05
N -10.03 14.27 -8.90 0.03
N -3.57 20.02 -11.04 0.03
N -17.52 20.79 -9.66 0.05
N -14.61 16.30 -11.06 0.04
N -11.36 29.18 -14.37 0.03
N -16.36 25.74 -12.81 0.05
N -17.93 21.72 -19.08 0.06
C -14.09 19.52 -8.13 -0.21
C -9.66 15.57 -11.03 -0.23
C -15.08 24.13 -18.53 -0.09
C -9.37 26.14 -17.79 -0.09
C -13.21 30.48 -19.51 -0.06
C -16.30 24.84 -20.42 -0.21
C -8.08 13.84 -10.15 -0.08
C -17.75 27.22 -16.30 -0.08
C -16.32 22.74 -10.62 -0.22
C -11.97 19.27 -9.48 -0.04
C -17.49 25.78 -20.67 -0.41
C -14.14 21.80 -13.90 -0.19
C -14.27 23.69 -10.01 -0.10
C -9.06 28.41 -14.09 -0.06
C -17.74 25.96 -22.18 -0.05
C -14.00 28.03 -19.69 -0.22
C -13.42 18.80 -9.28 -0.40
C -16.07 19.65 -6.87 -0.14
C -9.07 14.94 -9.78 -0.43
C -9.89 22.60 -17.09 -0.39
C -12.86 16.57 -19.75 -0.06
C -9.74 24.06 -16.74 -0.21
C -4.73 20.86 -10.81 -0.45
C -10.99 27.02 -13.22 -0.21
C -15.42 16.67 -13.40 -0.05
C -13.26 15.60 -12.98 -0.23
C -17.74 25.34 -13.14 -0.43
C -11.99 14.85 -14.78 -0.11
C -18.30 26.24 -14.24 -0.20
C -5.83 20.62 -11.87 -0.21
C -12.87 29.04 -19.88 -0.44
C -4.38 22.33 -10.62 -0.06
C -10.94 22.26 -18.15 -0.05
C -14.10 27.91 -17.37 -0.08
C -17.06 21.43 -10.91 -0.40
C -10.53 27.97 -14.30 -0.42
C -14.07 17.67 -17.81 -0.22
C -20.12 24.41 -17.24 -0.11
C -14.39 22.89 -14.92 -0.40
C -13.20 19.50 -16.69 -0.12
C -13.69 16.36 -18.45 -0.43
C -18.44 22.77 -16.88 -0.19
C -10.50 24.91 -12.24 -0.13
C -12.27 20.62 -12.98 -0.10
C -18.03 21.50 -17.62 -0.40
C -14.66 15.76 -12.40 -0.42
C -13.50 24.12 -14.71 -0.04
C -16.71 20.94 -17.08 -0.06
C -18.55 25.46 -11.85 -0.05
C -9.27 17.15 -12.65 -0.12
C -8.04 21.25 -12.47 -0.11
C -18.35 21.68 -11.69 -0.05
H -17.80 24.31 -13.51 0.10
H -19.60 25.19 -11.96 0.09
H -12.86 16.60 -13.17 0.12
H -15.98 24.00 -15.69 0.04
H -21.17 24.48 -17.55 0.09
H -10.16 26.48 -17.11 0.06
H -16.54 23.96 -21.03 0.13
H -15.05 14.74 -12.34 0.14
H -16.40 26.65 -12.36 0.08
H -11.57 18.67 -10.30 0.06
H -8.91 22.23 -17.40 0.14
H -11.37 14.39 -14.01 0.07
H -10.06 14.85 -11.75 0.12
H -16.89 23.43 -10.00 0.12
H -17.35 22.55 -19.18 0.04
H -19.49 25.10 -17.81 0.07
H -5.25 22.95 -10.41 0.07
H -17.13 19.76 -7.05 0.08
H -13.03 15.79 -17.79 0.13
H -3.67 22.52 -9.82 0.07
H -10.85 29.77 -15.01 0.06
H -14.14 22.51 -15.92 0.12
H -8.78 28.84 -13.14 0.08
H -3.86 19.05 -10.93 0.07
H -11.84 20.32 -9.72 0.07
H -13.34 23.44 -9.52 0.09
H -18.30 21.30 -9.27 0.07
H -8.50 12.91 -10.56 0.08
H -18.04 24.91 -11.06 0.05
H -12.71 15.65 -20.31 0.07
H -15.15 19.00 -10.38 0.07
H -12.06 28.75 -19.21 0.13
H -20.14 24.71 -16.19 0.07
H -15.96 25.99 -13.72 0.06
H -19.09 22.23 -11.10 0.08
H -16.59 19.88 -17.31 0.07
H -10.37 13.42 -9.34 0.07
H -12.68 19.61 -12.89 0.08
H -11.20 20.43 -13.14 0.08
H -14.09 24.16 -10.98 0.07
H -10.61 22.72 -19.09 0.07
H -13.46 17.25 -20.35 0.08
H -14.95 23.12 -18.92 0.09
H -10.54 16.14 -10.69 0.11
H -10.53 25.29 -11.21 0.09
H -12.05 26.77 -13.30 0.12
H -12.40 21.24 -12.09 0.08
H -10.93 27.50 -12.23 0.13
H -18.80 20.74 -17.50 0.14
H -8.43 27.51 -14.19 0.07
H -11.31 29.65 -13.47 0.07
H -16.40 20.75 -11.44 0.12
H -14.54 18.35 -18.55 0.13
H -16.14 23.14 -11.64 0.10
H -16.80 26.98 -19.19 0.03
H -8.74 29.00 -14.95 0.07
H -18.85 22.03 -19.38 0.07
H -14.85 17.59 -13.56 0.06
H -18.85 20.73 -11.89 0.08
H -9.01 24.26 -15.95 0.13
H -8.38 26.42 -17.41 0.09
H -14.21 22.22 -12.89 0.12
H -17.09 26.72 -22.61 0.08
H -8.49 17.77 -13.11 0.08
H -15.89 19.04 -5.98 0.09
H -13.34 28.68 -17.26 0.07
H -13.58 27.02 -19.75 0.12
H -14.15 30.81 -19.97 0.09
H -14.59 14.68 -19.04 0.07
H -14.84 20.96 -13.96 0.13
H -12.76 29.81 -21.74 0.07
H -18.60 26.91 -16.91 0.08
H -10.68 24.50 -16.38 0.11
H -16.59 21.05 -16.00 0.06
H -9.59 16.45 -13.43 0.08
H -13.55 26.97 -17.43 0.08
H -15.09 24.03 -17.44 0.06
H -12.44 23.88 -14.83 0.06
H -15.58 16.52 -10.85 0.08
H -17.66 25.02 -22.73 0.07
H -9.46 26.62 -18.76 0.08
H -15.90 23.90 -14.09 0.03
H -7.26 14.08 -10.83 0.08
H -15.78 21.36 -17.49 0.05
H -17.85 28.21 -15.85 0.10
H -18.37 25.42 -20.14 0.13
H -12.65 15.04 -12.26 0.12
H -10.06 17.87 -12.40 0.08
H -8.91 21.70 -11.99 0.07
H -11.92 22.68 -17.94 0.07
H -13.51 17.72 -9.15 0.13
H -18.06 22.22 -12.60 0.06
H -8.41 20.24 -12.66 0.07
H -12.39 31.18 -19.65 0.08
H -7.85 21.84 -13.37 0.09
H -14.21 17.25 -11.12 0.02
H -14.66 28.08 -20.56 0.11
H -7.62 13.49 -9.22 0.08
H -18.46 27.27 -13.90 0.13
H -10.07 20.86 -16.02 0.07
H -15.41 25.35 -20.81 0.13
H -11.38 29.14 -21.20 0.07
H -14.85 17.60 -17.05 0.12
H -13.86 19.50 -15.81 0.08
H -3.21 20.03 -11.99 0.07
H -11.55 15.81 -15.05 0.08
H -9.82 24.06 -12.19 0.08
H -11.89 17.02 -19.54 0.07
H -16.42 16.96 -13.05 0.07
H -11.34 19.05 -8.61 0.08
H -17.76 23.63 -16.95 0.10
H -11.19 22.00 -15.49 0.03
H -14.83 24.43 -9.42 0.09
H -18.49 26.51 -11.55 0.08
H -15.61 20.56 -6.49 0.09
H -14.78 27.86 -16.53 0.08
H -14.23 20.22 -10.54 0.05
H -16.50 27.60 -20.58 0.04
H -13.62 24.56 -13.71 0.06
H -5.12 20.49 -9.86 0.14
H -16.87 20.64 -8.88 0.04
H -5.40 20.98 -12.81 0.13
H -14.05 20.60 -8.27 0.12
H -10.99 21.19 -18.36 0.07
H -19.26 25.81 -14.54 0.11
H -10.58 27.45 -15.26 0.11
H -14.24 24.81 -18.71 0.08
H -15.25 16.04 -19.64 0.07
H -12.04 14.22 -15.66 0.08
H -13.52 30.48 -18.46 0.07
H -8.55 15.67 -9.15 0.14
H -15.45 16.25 -14.41 0.07
H -6.09 19.56 -11.95 0.12
H -3.92 22.66 -11.56 0.08
H -10.91 14.78 -8.81 0.07
H -18.53 22.60 -15.80 0.12
H -11.48 24.43 -12.39 0.07
H -13.77 24.90 -15.42 0.07
H -13.55 20.19 -17.47 0.08
H -16.93 27.24 -17.02 0.06
H -12.26 19.94 -16.35 0.06
H -13.61 19.33 -7.16 0.13
H -18.76 26.27 -22.38 0.07
```

Entry 3:
DFT (ωB97M-V/def2-TZVPD) results for a molecular structure, C5H8LiO4Sr at a distorted geometry.

Output
Kohn-Sham gap (spin up / spin down)	3.867 / 8.510	eV
E_LUMO (spin up / spin down)	-0.20 / -0.21	eV
ΔE to the lowest compared entry with this formula, charge and spin	0.0	kcal/mol
electronic energy	-534.52163	Ha
<S²>	0.750
spin multiplicity	2

Geometry as XYZ:
```
19
Properties=species:S:1:pos:R:3:lowdin_spin:R:1
Sr -1.08 -1.36 -1.04 0.68
O -0.38 0.21 -2.39 0.06
O -1.28 0.75 0.21 0.04
O 0.71 -0.23 0.62 0.03
O 0.15 1.67 1.70 0.00
C 1.15 -0.38 1.97 0.01
C 1.21 1.07 2.43 0.00
C 0.63 1.90 -0.91 0.00
C 0.79 0.97 -2.13 0.01
C -0.03 1.01 0.50 0.01
Li -1.66 1.45 -1.74 0.14
H 0.22 2.90 -1.10 0.00
H 1.63 0.28 -1.93 0.00
H 0.42 -0.98 2.53 0.00
H 1.63 2.18 -0.54 0.00
H 2.16 1.54 2.17 0.00
H 2.12 -0.88 1.95 0.00
H 1.01 1.19 3.50 0.00
H 1.09 1.54 -3.02 0.00
```

Entry 4:
DFT (ωB97M-V/def2-TZVPD) results for a gas-phase ion, C7H5N2O2 (charge +1) at a distorted geometry.

Output
Kohn-Sham gap	8.561	eV
E_LUMO	-6.24	eV
ΔE to the lowest compared entry with this formula, charge and spin	21.9	kcal/mol
charge	+1
electronic energy	-529.33254	Ha
spin multiplicity	1

Geometry as XYZ:
```
16
Properties=species:S:1:pos:R:3:lowdin_charge:R:1
O -0.27 -3.02 1.19 0.17
O 2.23 -0.07 -3.17 0.31
N 0.67 -1.25 0.10 0.24
N 1.69 0.40 -1.07 0.21
C -0.44 -1.88 0.85 -0.31
C -0.03 2.12 -0.36 0.27
C 0.76 0.04 -0.09 -0.17
C -1.43 0.40 1.07 0.04
C 1.69 0.22 -2.24 -0.28
C -1.56 -0.92 1.26 0.07
C -0.23 0.97 0.33 -0.10
H -0.76 2.85 -0.40 0.11
H 1.43 -1.98 -0.15 0.24
H -2.44 -1.23 1.77 0.12
H -2.06 1.09 1.59 0.13
H 0.74 2.26 -0.67 -0.05
```

Entry 5:
DFT (ωB97M-V/def2-TZVPD) results for 2 unconnected molecules or ions with the total composition C6H9NO at a distorted geometry.

Output
Kohn-Sham gap	8.988	eV
E_LUMO	0.79	eV
ΔE to the lowest compared entry with this formula, charge and spin	87.1	kcal/mol
electronic energy	-363.88540	Ha
spin multiplicity	1

Geometry as XYZ:
```
17
Properties=species:S:1:pos:R:3:lowdin_charge:R:1
O -0.54 0.27 -1.52 -0.15
N -0.95 -2.34 0.09 0.20
C 0.45 -0.52 1.14 -0.34
C 1.96 -0.50 0.98 -0.05
C -0.95 1.02 -2.64 -0.16
C -0.58 0.95 3.04 0.12
C -0.29 -1.43 0.52 -0.14
C -0.12 0.25 2.18 -0.13
H 2.28 0.51 0.71 0.08
H 2.45 -0.77 1.91 0.08
H -1.07 0.31 -3.46 0.08
H -0.98 1.58 3.79 0.01
H 2.26 -1.19 0.20 0.08
H -0.36 0.84 -0.73 0.10
H -0.21 1.77 -2.94 0.08
H -1.44 -2.26 -0.79 0.08
H -1.91 1.51 -2.47 0.08
```

Entry 6:
DFT (ωB97M-V/def2-TZVPD) results for C13H22N2O in the gas phase.

Output
Kohn-Sham gap	10.142	eV
E_LUMO	0.81	eV
ΔE to the lowest compared entry with this formula, charge and spin	27.9	kcal/mol
electronic energy	-693.29505	Ha
spin multiplicity	1

Geometry as XYZ:
```
38
Properties=species:S:1:pos:R:3:lowdin_charge:R:1
O -2.01 -0.73 1.80 0.05
N -1.48 0.15 -0.25 0.12
N 0.13 -0.22 1.38 0.13
C 2.55 -0.09 1.44 -0.13
C 3.83 -0.01 0.62 -0.19
C -2.71 0.90 -2.17 -0.04
C -3.56 -1.00 -0.77 -0.04
C 1.26 1.22 -0.16 -0.09
C -2.84 0.35 -0.75 -0.59
C 1.30 -0.07 0.53 -0.47
C 1.23 2.28 -0.71 0.17
C 3.91 -1.15 -0.38 -0.20
C -1.20 -0.29 1.01 -0.55
C -3.60 1.34 0.14 -0.03
C 1.40 -1.22 -0.49 -0.12
C 2.69 -1.13 -1.30 -0.19
H -3.59 -1.41 0.23 0.07
H 3.86 0.95 0.08 0.11
H -3.02 -1.70 -1.41 0.08
H 2.69 -0.20 -1.88 0.11
H 1.38 -2.16 0.06 0.13
H -4.60 1.49 -0.24 0.08
H 1.21 3.22 -1.19 0.03
H 3.94 -2.10 0.15 0.11
H -3.08 2.29 0.17 0.08
H -3.66 0.94 1.15 0.08
H 0.29 -0.65 2.28 0.14
H 2.74 -1.97 -2.01 0.11
H 4.69 -0.04 1.29 0.11
H -0.77 0.72 -0.69 0.09
H -2.21 1.87 -2.16 0.08
H -2.14 0.22 -2.79 0.08
H 0.54 -1.20 -1.15 0.11
H 4.82 -1.07 -0.97 0.11
H 2.49 0.74 2.14 0.13
H 2.54 -1.03 2.01 0.13
H -3.70 1.03 -2.61 0.09
H -4.57 -0.89 -1.15 0.08
```

Entry 7:
DFT (ωB97M-V/def2-TZVPD) results for C4H8N2 in the gas phase at a distorted geometry.

Output
Kohn-Sham gap	9.688	eV
E_LUMO	0.44	eV
ΔE to the lowest compared entry with this formula, charge and spin	41.6	kcal/mol
electronic energy	-266.65575	Ha
spin multiplicity	1

Geometry as XYZ:
```
14
Properties=species:S:1:pos:R:3:lowdin_charge:R:1
N -2.54 0.25 -1.08 0.12
N 0.44 -0.33 0.19 -0.30
C 1.33 0.67 -0.35 -0.10
C -0.17 -0.01 1.47 -0.08
C -0.42 -0.86 -0.79 -0.21
C -1.43 0.20 -1.41 -0.17
H 2.01 1.02 0.43 0.09
H -0.64 -0.90 1.88 0.09
H 1.92 0.21 -1.15 0.09
H -1.09 -1.61 -0.34 0.12
H 0.62 0.30 2.16 0.08
H -0.93 0.79 1.42 0.09
H 0.11 -1.26 -1.64 0.10
H 0.78 1.53 -0.78 0.09
```

Entry 8:
DFT (ωB97M-V/def2-TZVPD) results for C21H25ClN2O4S in the gas phase at a distorted geometry.

Output
Kohn-Sham gap	9.097	eV
E_LUMO	0.25	eV
ΔE to the lowest compared entry with this formula, charge and spin	4.1	kcal/mol
electronic energy	-2084.09068	Ha
spin multiplicity	1

Geometry as XYZ:
```
54
Properties=species:S:1:pos:R:3:lowdin_charge:R:1
Cl 1.18 5.18 -4.42 0.70
S -0.87 0.37 -1.01 0.70
O -2.12 0.68 -0.39 -0.25
O -0.78 -0.87 -1.75 -0.29
O 2.74 -2.04 0.94 0.07
O 0.75 -6.09 -0.48 -0.10
N 0.31 0.33 0.16 -0.17
N 0.65 -2.44 0.14 0.08
C 0.58 3.85 -3.51 -0.67
C 1.02 3.56 1.83 -0.03
C 0.80 -4.72 -0.81 -0.32
C 0.26 1.43 1.06 -0.28
C -1.93 2.50 3.94 -0.04
C -0.18 4.08 -2.38 -0.08
C 1.58 -0.25 -0.20 -0.07
C 0.59 -3.85 0.45 -0.10
C -0.37 1.72 -2.06 -0.26
C -0.31 -4.53 -1.86 -0.12
C -0.66 3.01 -1.65 -0.05
C 1.13 2.50 0.95 -0.03
C -0.86 2.51 2.90 -0.22
C 0.87 2.55 -3.93 -0.09
C -0.58 -6.58 -0.64 -0.19
C -0.72 1.44 2.03 0.03
C 0.39 1.48 -3.19 -0.05
C -1.39 -5.48 -1.35 -0.15
C 1.73 -1.68 0.36 -0.47
C 0.03 3.59 2.81 -0.23
C -0.08 4.75 3.74 -0.04
H 0.58 0.47 -3.49 0.12
H 1.80 -4.52 -1.21 0.15
H 0.04 4.42 4.78 0.09
H -1.50 2.54 4.94 0.09
H -0.08 -2.06 -0.44 0.08
H 1.90 2.52 0.18 0.12
H -1.27 3.16 -0.77 0.12
H 1.70 4.39 1.75 0.11
H -2.06 -4.98 -0.65 0.11
H -2.58 3.36 3.83 0.08
H 1.39 -4.08 1.16 0.13
H -0.37 -4.08 0.90 0.13
H 2.41 0.34 0.20 0.13
H 1.45 2.39 -4.82 0.11
H -2.54 1.60 3.86 0.08
H 1.67 -0.31 -1.29 0.12
H -1.99 -5.89 -2.16 0.11
H -1.00 -6.82 0.35 0.12
H 0.06 -4.85 -2.83 0.12
H -1.40 0.60 2.09 0.12
H -0.52 -7.50 -1.23 0.12
H -1.05 5.22 3.66 0.08
H 0.69 5.49 3.53 0.08
H -0.40 5.10 -2.08 0.11
H -0.65 -3.50 -1.93 0.09
```

- Look up the electronic energy of the sixth one.
  -693.29505 Ha

- What is the electronic energy in the sixth record?
  -693.29505 Ha

- Which formula does entry 7 have?
  C4H8N2

- Number 4 is which compound?
  C7H5N2O2